ORCA calculation (wB97M-V/def2-TZVPD) on a 7-piece molecular cluster, C14H28N2O22S4 overall in a non-equilibrium geometry.

Last column: Mulliken charge in e.
CARTESIAN COORDINATES (ANGSTROEM)
C1 14.61 -18.45 18.05  -0.7163
N1 13.73 -18.84 19.18  0.8520
O1 13.06 -19.85 19.04  -0.5170
O2 13.76 -18.19 20.24  -0.4995
H1 15.37 -17.76 18.41  0.3081
H2 14.06 -18.08 17.18  0.2915
H3 15.05 -19.39 17.71  0.2818
C2 13.62 -11.45 13.02  -0.5728
N2 13.50 -12.10 14.44  0.7638
O3 13.76 -13.28 14.57  -0.4942
O4 13.38 -11.35 15.40  -0.4926
H4 14.63 -11.12 12.79  0.2607
H5 12.90 -10.63 13.06  0.2647
H6 13.38 -12.21 12.27  0.2703
O5 17.69 -27.11 13.89  -0.6014
C3 16.89 -26.18 13.98  0.5427
O6 17.20 -25.08 14.66  -0.3298
C4 16.09 -24.23 14.81  -0.4162
C5 15.10 -24.62 13.75  -0.4298
C6 15.43 -26.13 13.57  -0.4416
H7 16.33 -23.16 14.84  0.3240
H8 15.72 -24.44 15.81  0.2483
H9 15.36 -24.05 12.86  0.2422
H10 14.06 -24.41 14.00  0.3191
H11 15.32 -26.61 12.60  0.2840
H12 14.78 -26.81 14.13  0.2583
C7 8.13 -20.90 16.92  -0.1999
C8 7.57 -20.71 18.35  -0.3338
O7 7.84 -19.33 18.71  -0.2658
S1 7.57 -18.40 17.41  1.0880
O8 8.47 -17.24 17.33  -0.5088
O9 6.18 -18.25 16.99  -0.5174
O10 8.13 -19.58 16.36  -0.3589
H13 7.45 -21.45 16.27  0.2324
H14 9.13 -21.30 16.74  0.2607
H15 7.95 -21.35 19.15  0.3089
H16 6.48 -20.81 18.37  0.2942
C9 21.05 -20.39 17.21  -0.1320
C10 22.08 -19.85 16.24  -0.3103
O11 22.03 -18.45 16.37  -0.3121
S2 20.56 -17.86 16.72  1.0601
O12 19.63 -17.98 15.64  -0.5034
O13 20.60 -16.58 17.45  -0.4910
O14 20.44 -19.21 17.73  -0.3645
H17 21.40 -21.04 18.01  0.3082
H18 20.35 -20.95 16.59  0.1922
H19 21.81 -20.06 15.20  0.2689
H20 23.09 -20.23 16.39  0.2835
C11 9.27 -15.64 23.15  -0.3127
C12 7.77 -15.19 23.31  -0.1931
O15 7.63 -15.09 24.75  -0.3257
S3 8.94 -15.62 25.61  1.1229
O16 8.76 -17.03 25.83  -0.5218
O17 9.29 -14.80 26.77  -0.5312
O18 9.90 -15.30 24.34  -0.3157
H21 9.91 -15.07 22.48  0.2738
H22 9.37 -16.73 23.09  0.2724
H23 7.07 -15.93 22.93  0.2535
H24 7.68 -14.19 22.88  0.2780
C13 17.07 -21.69 24.64  -0.1636
C14 15.55 -22.04 24.56  -0.2335
O19 15.05 -21.78 25.82  -0.3399
S4 15.87 -20.69 26.73  1.0850
O20 15.85 -21.02 28.18  -0.5011
O21 15.51 -19.34 26.31  -0.4994
O22 17.26 -21.30 26.02  -0.3510
H25 17.28 -20.85 23.98  0.2506
H26 17.71 -22.53 24.37  0.2813
H27 15.29 -23.09 24.42  0.2212
H28 14.93 -21.51 23.84  0.2506

Computed properties:
SMILES string: C[N+](=O)[O-].C[N+](=O)[O-].O=S1(=O)OCCO1.O=S1(=O)OCCO1.O=S1(=O)OCCO1.O=S1(=O)OCCO1.O=C1CCCO1
LUMO, hartree: -0.0102
Relative energy (zero: lowest compared OMol25 entry of this formula, charge and spin), eV: 4.1154
Energy, eV: -106325.143
Charge: 0
HOMO-LUMO gap, eV: 10.2555


ORCA calculation (wB97M-V/def2-TZVPD) on an isolated ion of composition C18H13F6N2 and charge +1 in a non-equilibrium geometry.

Last column: Mulliken charge in e.
CARTESIAN COORDINATES (ANGSTROEM)
F1 5.75 1.72 -0.65  -0.2435
C1 4.99 1.61 -1.79  0.7714
F2 5.59 2.38 -2.75  -0.2638
F3 5.04 0.28 -2.16  -0.2432
C2 3.57 2.00 -1.47  0.3196
C3 2.97 3.01 -2.18  -0.9859
C4 1.68 3.39 -1.88  -0.5751
C5 0.97 2.76 -0.86  0.7401
C6 -0.47 3.25 -0.70  0.5856
C7 -1.12 2.75 0.62  0.2285
C8 -0.51 2.59 1.89  -0.2329
C9 -1.24 2.08 2.98  -1.1059
C10 -2.61 1.90 2.85  0.2765
C11 -3.46 1.32 3.96  0.8126
F4 -4.67 1.96 4.08  -0.2507
F5 -3.69 -0.02 3.72  -0.2328
F6 -2.87 1.40 5.18  -0.2586
C12 -3.27 2.19 1.66  -1.0773
C13 -2.51 2.64 0.59  -0.4841
C14 1.61 1.75 -0.12  -0.2087
C15 2.91 1.35 -0.44  -1.4243
H1 3.43 3.43 -3.06  0.4388
H2 1.23 4.21 -2.42  0.1546
H3 -1.13 2.96 -1.59  0.4708
H4 0.50 2.93 2.07  0.6761
H5 -0.74 1.78 3.89  0.4481
H6 -4.34 2.00 1.58  0.4040
H7 -3.06 3.07 -0.28  0.3506
H8 1.12 1.27 0.72  0.6097
H9 3.38 0.51 0.05  0.4146
N1 -0.56 4.72 -0.75  0.3547
C16 -0.64 5.44 0.39  -0.2924
N2 -0.76 6.73 0.11  0.0229
C17 -0.81 6.91 -1.29  -0.5096
C18 -0.71 5.66 -1.83  -0.3023
H10 -0.52 5.04 1.37  0.4780
H11 -0.85 7.46 0.80  0.2546
H12 -0.94 7.88 -1.79  0.3825
H13 -0.64 5.33 -2.86  0.4964

Computed properties:
SMILES string: FC(F)(F)c1ccc(C(c2ccc(C(F)(F)F)cc2)n2cc[nH+]c2)cc1
LUMO, hartree: -0.1177
Relative energy (zero: lowest compared OMol25 entry of this formula, charge and spin), eV: 0.0000
Energy, eV: -38156.358
Charge: +1
HOMO-LUMO gap, eV: 9.8096


ORCA calculation (wB97M-V/def2-TZVPD) on C18H43AlBrCl16N2O2P2 as an isolated structure in a non-equilibrium geometry.

Last column: Mulliken charge in e.
CARTESIAN COORDINATES (ANGSTROEM)
C1 2.23 2.55 0.03  -0.4060
P1 0.67 2.86 -0.98  0.1278
O1 1.19 2.87 -2.63  -0.5313
Al1 -0.65 0.93 -0.57  -0.2035
Br1 -0.43 0.41 1.80  -0.4757
C2 -2.53 1.43 -1.12  -0.3499
N1 -3.62 0.68 -0.44  -0.2035
P2 0.30 -0.81 -1.84  0.5328
N2 0.56 -2.25 -0.82  -0.4702
O2 1.90 -0.28 -2.19  -0.4693
H1 3.07 3.07 -0.43  0.3396
H2 2.01 2.86 1.05  0.0719
H3 2.47 1.48 0.08  -0.0682
H4 0.41 2.88 -3.17  0.2832
H5 -2.67 2.52 -0.85  0.0649
H6 -2.63 1.39 -2.22  0.3207
H7 -3.28 -0.14 0.05  0.0026
H8 -4.39 0.46 -1.05  0.1416
H9 1.54 -2.51 -0.96  0.2317
H10 0.02 -2.99 -1.27  0.0938
H11 2.48 -0.48 -1.46  0.1031
Cl1 4.33 -1.63 -0.20  -0.0800
C3 5.31 -2.16 -1.58  -0.5787
C4 5.05 -3.60 -1.95  -0.4109
Cl2 5.64 -4.74 -0.71  -0.1589
H12 6.36 -2.00 -1.33  0.3764
H13 5.05 -1.51 -2.42  0.2781
H14 5.56 -3.84 -2.88  0.3211
H15 3.98 -3.79 -2.10  0.2761
Cl3 -6.83 3.16 3.04  -0.2363
C5 -6.55 3.83 1.41  0.1002
C6 -5.30 3.27 0.77  0.2683
Cl4 -3.82 3.84 1.58  -0.2034
H16 -6.51 4.91 1.49  0.3630
H17 -7.42 3.56 0.81  -0.1773
H18 -5.24 3.60 -0.26  -0.2884
H19 -5.28 2.18 0.79  0.1828
Cl5 -4.05 -4.58 -1.26  -0.1805
C7 -3.80 -4.00 -2.93  -0.4498
C8 -2.57 -4.62 -3.56  -0.5032
Cl6 -1.07 -4.02 -2.81  -0.2002
H20 -3.73 -2.92 -2.91  0.2917
H21 -4.68 -4.28 -3.50  0.3209
H22 -2.52 -4.34 -4.62  0.2991
H23 -2.58 -5.70 -3.49  0.3396
Cl7 -6.25 -1.72 1.43  -0.1898
C9 -5.65 -1.72 3.10  -0.4310
C10 -4.33 -0.99 3.24  -0.2456
Cl8 -3.00 -1.85 2.43  -0.1675
H24 -5.56 -2.75 3.43  0.3092
H25 -6.40 -1.23 3.71  0.3072
H26 -4.07 -0.90 4.29  0.3410
H27 -4.39 0.01 2.81  0.0474
Cl9 3.31 -0.19 2.41  -0.0699
C11 3.21 0.67 3.96  -0.6025
C12 3.57 2.13 3.84  -0.0537
Cl10 5.31 2.36 3.48  -0.2457
H28 3.85 0.15 4.67  0.3515
H29 2.18 0.57 4.30  0.2730
H30 3.37 2.64 4.78  0.3478
H31 3.00 2.61 3.05  -0.0292
Cl11 3.86 5.82 1.76  -0.1720
C13 5.63 5.68 1.77  -0.1350
C14 6.30 6.91 2.33  -0.4713
Cl12 6.12 8.32 1.25  -0.1999
H32 5.96 5.47 0.76  0.3175
H33 5.88 4.82 2.39  0.0285
H34 7.37 6.73 2.44  0.3111
H35 5.89 7.18 3.30  0.3217
Cl13 7.01 -7.38 1.46  -0.1775
C15 7.98 -7.89 0.06  -0.3580
C16 7.71 -9.32 -0.33  -0.4497
Cl14 8.32 -10.48 0.89  -0.1908
H36 9.03 -7.73 0.30  0.3250
H37 7.71 -7.23 -0.76  0.2347
H38 8.22 -9.55 -1.26  0.2904
H39 6.65 -9.51 -0.46  0.3221
Cl15 -9.17 3.46 -1.06  -0.1968
C17 -8.90 4.12 -2.69  -0.4412
C18 -7.65 3.58 -3.33  -0.4699
Cl16 -6.17 4.16 -2.52  -0.1720
H40 -8.87 5.21 -2.61  0.3049
H41 -9.77 3.85 -3.29  0.3212
H42 -7.59 3.91 -4.36  0.3235
H43 -7.63 2.49 -3.31  0.3051

Computed properties:
LUMO, hartree: 0.0718
Energy, eV: -322020.694
Charge: -1
HOMO-LUMO gap, eV: 5.0390


ORCA calculation (wB97M-V/def2-TZVPD) on C3H5N3S2 as an isolated structure in a non-equilibrium geometry.

Last column: Mulliken charge in e.
CARTESIAN COORDINATES (ANGSTROEM)
C1 -0.60 -0.88 -1.22  0.1778
C2 -1.03 -0.54 1.09  0.2027
C3 1.27 0.77 0.98  -0.0268
H1 0.36 0.84 -2.67  0.3127
H2 -1.10 1.09 -1.52  0.3472
H3 -1.50 -0.67 2.15  0.2887
H4 0.66 -0.46 2.17  0.2507
H5 2.01 1.12 2.10  0.1990
N1 -0.87 0.21 -2.11  -0.6076
N2 -1.39 -0.77 -0.06  -0.3863
N3 0.29 0.01 1.38  -0.1899
S1 0.32 -2.16 -1.66  -0.2724
S2 1.56 1.42 -0.64  -0.2957

Computed properties:
LUMO, hartree: -0.0268
Relative energy (zero: lowest compared OMol25 entry of this formula, charge and spin), eV: 5.3928
Energy, eV: -29327.313
Charge: 0
HOMO-LUMO gap, eV: 7.9503